Record 1
{
  "formula": "C6H8Cl2O",
  "method": "ωB97M-V with the def2-TZVPD basis set",
  "elements": ["C", "C", "C", "Cl", "C", "C", "C", "O", "Cl", "H", "H", "H", "H", "H", "H", "H", "H"],
  "coordinates": [[-2.37683, -0.16661, -1.70026], [-0.91673, -0.15679, -1.21021], [-0.49850, -0.72419, -0.08505], [-1.16649, -1.98960, 0.89706], [0.99524, -0.28137, 0.65045], [0.58979, 0.65581, 1.70737], [2.63117, 0.35410, 0.08055], [3.06350, 1.39475, 0.40200], [3.56794, -0.72411, -0.94661], [-2.59789, 0.67794, -2.43882], [-3.05089, 0.03811, -0.86922], [-2.53931, -1.19227, -2.08401], [-0.39389, 0.79453, -1.35906], [1.31216, -1.32124, 0.96359], [-0.48102, 0.48309, 1.63728], [0.81710, 1.74232, 1.60651], [1.04464, 0.41553, 2.74840]],
  "lowdin_charge": [-0.101, -0.180, -0.651, 0.698, -0.255, -0.148, -0.735, 0.040, 0.635, 0.092, 0.064, 0.076, 0.114, 0.089, 0.048, 0.094, 0.121],
  "smiles": "C/C=C(\\Cl)[C@H](C)C(=O)Cl",
  "homo_energy_ev": -9.805,
  "total_charge": 0,
  "de_lowest_kcal_mol": 32.07,
  "lumo_energy_ev": 0.58,
  "e_tot_ha": -1228.93731,
  "max_force_ha_per_bohr": 0.0806
}

Record 2
{
  "formula": "C6H8Cl2O3",
  "method": "ωB97M-V with the def2-TZVPD basis set",
  "elements": ["O", "C", "C", "C", "C", "C", "Cl", "Cl", "C", "O", "O", "H", "H", "H", "H", "H", "H", "H", "H"],
  "coordinates": [[-2.34718, -0.66143, 0.72200], [-1.35933, 0.01262, 0.40959], [-0.63674, 0.95394, 1.31682], [0.92617, 0.56066, 1.48618], [1.53223, 0.20757, 0.10165], [0.64898, -0.84579, -0.64307], [0.19427, -2.34831, 0.44329], [1.43609, -1.54934, -2.11964], [-0.67722, -0.20793, -0.92053], [-0.58992, 0.93577, -1.83036], [-1.24734, -1.02991, -1.91390], [-0.64558, 1.96620, 0.89830], [-1.06093, 0.83937, 2.30745], [0.75982, -0.20434, 2.11228], [1.43379, 1.40038, 1.98519], [2.55269, -0.03076, 0.28159], [1.45257, 1.17529, -0.52868], [-1.11210, 0.68310, -2.59821], [-1.26026, -1.85708, -1.50996]],
  "lowdin_charge": [0.094, -0.357, -0.068, -0.146, -0.181, -0.906, 0.667, 0.676, -0.580, 0.019, -0.025, 0.132, 0.122, 0.040, 0.124, 0.097, 0.155, 0.109, 0.029],
  "smiles": "O=C1CCCC(Cl)(Cl)C1(O)O",
  "homo_energy_ev": -10.167,
  "total_charge": 0,
  "lumo_energy_ev": 0.33,
  "e_tot_ha": -1379.47999,
  "max_force_ha_per_bohr": 0.1073
}

Record 3
{
  "formula": "C6H8ClN2",
  "method": "ωB97M-V with the def2-TZVPD basis set",
  "elements": ["C", "C", "C", "C", "C", "C", "N", "N", "Cl", "H", "H", "H", "H", "H", "H", "H", "H"],
  "coordinates": [[0.34508, 0.43705, -1.86042], [0.68693, 1.79363, 0.18125], [-0.27773, -0.75347, -1.36938], [-0.38021, -0.17471, 1.03262], [1.15302, -0.82813, -1.73555], [-1.24422, -0.88462, 1.90175], [0.58995, 1.66288, -1.08336], [0.26319, 0.86851, 1.29752], [-1.66211, -1.60359, -1.30759], [0.14931, 0.89985, -2.86010], [1.30260, 2.61692, 0.43133], [1.41480, -1.42663, -2.62143], [1.95716, -0.73554, -1.05461], [-1.39965, -1.90029, 1.78073], [-2.16868, -0.29874, 1.80536], [-1.08716, -0.79094, 3.11669], [0.35773, 1.11782, 2.34518]],
  "lowdin_charge": [-0.292, -0.069, -0.607, -0.142, -0.015, -0.068, 0.131, 0.095, 0.871, 0.170, 0.120, 0.143, 0.114, 0.050, 0.120, 0.168, 0.209],
  "homo_energy_ev": [-13.499, -13.498],
  "total_charge": 1,
  "de_lowest_kcal_mol": 85.94,
  "lumo_energy_ev": [-5.26, -5.26],
  "e_tot_ha": -802.65653,
  "max_force_ha_per_bohr": 0.0956
}

Record 4
{
  "formula": "C6H8F2N4",
  "method": "ωB97M-V with the def2-TZVPD basis set",
  "elements": ["C", "C", "C", "C", "C", "C", "N", "N", "N", "N", "F", "F", "H", "H", "H", "H", "H", "H", "H", "H"],
  "coordinates": [[-1.64427, 1.32993, -0.08174], [-0.89793, 1.29441, -1.28762], [-1.51135, 0.21106, 0.74180], [-0.03534, 0.27735, -1.59024], [-0.50941, -0.70238, 0.64932], [0.19022, -0.66819, -0.58944], [1.23455, -1.53502, -0.72221], [3.93953, -0.84311, -0.44987], [2.64224, -0.40562, 1.44179], [2.89574, -0.83949, 0.26897], [3.95167, 0.31294, -1.50014], [2.38880, 1.09251, 1.54638], [-2.20755, 2.15386, 0.23778], [-0.92267, 2.24640, -1.88819], [-2.00983, 0.18667, 1.65587], [0.35625, 0.19875, -2.51715], [-0.35553, -1.54018, 1.41573], [1.79827, -1.29695, -1.53879], [3.97330, -1.47832, -1.26472], [3.23266, -0.74477, 2.25226]],
  "lowdin_charge": [-0.045, -0.071, -0.107, -0.028, -0.028, -0.356, 0.158, 0.053, 0.025, -0.142, -0.210, -0.128, 0.087, 0.124, 0.083, 0.082, 0.144, 0.051, 0.136, 0.172],
  "homo_energy_ev": [-8.325, -8.461],
  "total_charge": 0,
  "de_lowest_kcal_mol": 166.90,
  "lumo_energy_ev": [-1.04, -1.13],
  "e_tot_ha": -651.85728,
  "max_force_ha_per_bohr": 0.0746
}

Record 5
{
  "formula": "C6H8F3N2S",
  "method": "ωB97M-V with the def2-TZVPD basis set",
  "elements": ["C", "C", "C", "C", "C", "C", "N", "N", "F", "F", "F", "S", "H", "H", "H", "H", "H", "H", "H", "H"],
  "coordinates": [[-1.77733, -0.34445, -0.13832], [-1.29937, 0.93939, -0.04913], [0.38992, -0.45767, 0.08895], [-1.90530, 2.22895, 0.07590], [-0.72452, -2.67659, -0.24707], [3.34875, 0.28715, 0.22909], [-0.63218, -1.19996, -0.09795], [0.06301, 0.84047, 0.10418], [3.14251, 0.94888, 1.36076], [2.95980, 1.17277, -0.69638], [4.63878, 0.04536, 0.12406], [2.39544, -1.26578, -0.03699], [-2.58977, -0.81706, -0.45301], [-2.70878, 2.22711, 0.95384], [-1.26149, 3.05892, 0.31402], [-2.61584, 2.36771, -0.73793], [-0.44625, -3.09526, 0.73080], [-1.80381, -2.91549, -0.55195], [0.07128, -2.90585, -1.05219], [0.75513, 1.56139, 0.07931]],
  "lowdin_charge": [0.087, -0.258, -0.290, -0.012, 0.033, -0.958, -0.108, 0.165, 0.122, 0.080, 0.149, 1.037, 0.092, 0.153, 0.090, 0.099, 0.106, 0.131, 0.122, 0.158],
  "homo_energy_ev": -13.684,
  "total_charge": 1,
  "de_lowest_kcal_mol": 0.00,
  "lumo_energy_ev": -4.68,
  "e_tot_ha": -1040.43020,
  "max_force_ha_per_bohr": 0.1108
}

Record 6
{
  "formula": "C6H8FN",
  "method": "ωB97M-V with the def2-TZVPD basis set",
  "elements": ["C", "C", "C", "C", "C", "N", "C", "F", "H", "H", "H", "H", "H", "H", "H", "H"],
  "coordinates": [[-1.30723, -2.06426, -0.13388], [-0.28315, -1.23354, -0.88077], [-0.31282, 0.19947, -0.38430], [0.62982, 0.85391, 0.27221], [1.96125, 0.47519, 0.24446], [3.14402, 0.33516, 0.33813], [0.52101, 2.36726, 0.70707], [-0.70424, 2.92755, 0.60017], [-2.33019, -1.64264, -0.15091], [-1.37345, -3.15605, -0.25571], [-0.98994, -2.05531, 0.95519], [-0.52380, -1.26658, -1.92694], [0.73944, -1.68474, -0.74665], [-1.24118, 0.65774, -0.49381], [1.24544, 3.01352, 0.07642], [0.82502, 2.27332, 1.77933]],
  "lowdin_charge": [-0.123, -0.234, -0.038, -0.230, -0.214, 0.169, -0.173, -0.017, 0.079, 0.073, 0.092, 0.101, 0.124, 0.103, 0.155, 0.131],
  "smiles": "CC/C=C(\\C#N)CF",
  "homo_energy_ev": -10.088,
  "total_charge": 0,
  "de_lowest_kcal_mol": 33.27,
  "lumo_energy_ev": 0.44,
  "e_tot_ha": -387.98521,
  "max_force_ha_per_bohr": 0.1321
}

Record 7
{
  "formula": "C6H8FN",
  "method": "ωB97M-V with the def2-TZVPD basis set",
  "elements": ["C", "C", "C", "N", "C", "C", "C", "F", "H", "H", "H", "H", "H", "H", "H", "H"],
  "coordinates": [[-2.32726, -1.08393, -0.00244], [-1.07217, -0.31072, 0.00401], [0.22515, -0.78971, 0.00559], [1.08129, 0.28198, 0.00530], [2.52720, 0.17922, -0.00254], [0.38130, 1.44143, 0.00450], [-0.95990, 1.10391, -0.00318], [-1.97336, 1.96888, 0.00201], [-2.91465, -0.85562, 0.90514], [-2.12183, -2.16570, -0.01358], [-2.92667, -0.83417, -0.88936], [0.59031, -1.80177, -0.00935], [2.85356, -0.13739, 0.99718], [2.96470, 1.14467, -0.25980], [2.82729, -0.56009, -0.73922], [0.84503, 2.41900, -0.00426]],
  "lowdin_charge": [-0.056, -0.239, -0.046, -0.188, -0.025, -0.026, -0.257, 0.070, 0.087, 0.079, 0.084, 0.123, 0.093, 0.089, 0.087, 0.126],
  "smiles": "Cc1cn(C)cc1F",
  "homo_energy_ev": -8.159,
  "total_charge": 0,
  "de_lowest_kcal_mol": 6.25,
  "lumo_energy_ev": 0.92,
  "e_tot_ha": -388.02826,
  "max_force_ha_per_bohr": 0.0286
}

Record 8
{
  "formula": "C6H8FN",
  "method": "ωB97M-V with the def2-TZVPD basis set",
  "elements": ["C", "C", "C", "C", "N", "C", "C", "F", "H", "H", "H", "H", "H", "H", "H", "H"],
  "coordinates": [[0.76467, 1.39309, 1.49412], [1.19621, 0.03041, 1.26410], [0.41377, -1.05281, 0.93208], [-0.99661, -0.95071, 0.58542], [-1.45754, -0.48400, -0.46894], [-0.80828, 0.07252, -1.52328], [-0.51956, -0.51483, -2.66361], [-0.11978, 0.20396, -3.77770], [1.41733, 2.18523, 1.96788], [0.01619, 1.29475, 2.27281], [0.20417, 1.80666, 0.67334], [2.19269, -0.35344, 1.44727], [0.90235, -2.00798, 0.74157], [-1.86428, -1.21930, 1.35771], [-0.72706, 1.17002, -1.32875], [-0.61427, -1.57358, -2.97403]],
  "lowdin_charge": [-0.103, -0.155, -0.095, -0.192, 0.038, -0.176, -0.122, -0.049, 0.102, 0.082, 0.059, 0.094, 0.103, 0.151, 0.139, 0.123],
  "smiles": "C\\C=C/C=N\\C=C\\F",
  "homo_energy_ev": -8.521,
  "total_charge": 0,
  "de_lowest_kcal_mol": 66.93,
  "lumo_energy_ev": 0.83,
  "e_tot_ha": -387.93157,
  "max_force_ha_per_bohr": 0.0795
}

Record 9
{
  "formula": "C6H8FN",
  "method": "ωB97M-V with the def2-TZVPD basis set",
  "elements": ["C", "C", "C", "C", "N", "H", "H", "H", "H", "H", "C", "C", "F", "H", "H", "H"],
  "coordinates": [[-0.69058, -1.19446, -1.02022], [-1.45381, -0.71497, -0.03685], [-1.26640, 0.67446, 0.52331], [-0.45349, 1.49055, -0.05482], [0.40697, 2.23629, -0.43354], [-0.09280, -0.39275, -1.46279], [-0.64084, -2.19979, -1.27932], [-2.04500, -1.48249, 0.39101], [-1.69598, 0.80058, 1.50919], [0.39043, 2.88851, -1.27397], [2.25520, -1.13050, 0.27442], [2.56892, 0.00578, -0.28750], [2.56548, -0.16506, -1.67440], [2.26543, -1.03631, 1.37458], [2.43032, -2.04197, -0.24202], [2.53066, 1.04756, 0.12608]],
  "lowdin_charge": [-0.017, -0.171, -0.097, -0.239, 0.162, 0.050, 0.040, 0.075, 0.104, 0.126, -0.003, -0.206, -0.071, 0.074, 0.064, 0.109],
  "smiles": "C=CC=C=N.C=CF",
  "homo_energy_ev": -8.142,
  "total_charge": 0,
  "de_lowest_kcal_mol": 89.17,
  "lumo_energy_ev": 0.96,
  "e_tot_ha": -387.89612,
  "max_force_ha_per_bohr": 0.0690
}

Record 10
{
  "formula": "C6H8FNO2",
  "method": "ωB97M-V with the def2-TZVPD basis set",
  "elements": ["N", "C", "C", "C", "C", "O", "O", "C", "C", "F", "H", "H", "H", "H", "H", "H", "H", "H"],
  "coordinates": [[-1.89921, 1.73245, -0.01240], [-0.82048, 1.03119, 0.68413], [-0.72229, -0.45994, 0.25424], [0.79530, -0.75866, 0.17521], [1.16202, -1.76046, -0.88464], [2.03712, -1.62701, -1.71188], [0.41210, -2.86838, -0.80385], [1.42370, 0.59655, -0.02284], [0.52510, 1.52507, 0.25076], [0.71326, 2.85060, 0.22184], [-1.82320, 2.72785, 0.16626], [-2.81002, 1.43499, 0.39148], [-0.89194, 1.07334, 1.77248], [-1.17515, -0.52666, -0.73863], [-1.24693, -1.11739, 0.92719], [1.15982, -1.18240, 1.13579], [0.69618, -3.41358, -1.50915], [2.46463, 0.74245, -0.29600]],
  "lowdin_charge": [0.045, -0.326, -0.077, -0.211, -0.493, 0.112, 0.132, 0.044, -0.259, 0.080, 0.069, 0.094, 0.145, 0.130, 0.113, 0.168, 0.103, 0.132],
  "smiles": "N[C@H]1C[C@@H](C(=O)O)C=C1F",
  "homo_energy_ev": -9.468,
  "total_charge": 0,
  "de_lowest_kcal_mol": 0.00,
  "lumo_energy_ev": 0.77,
  "e_tot_ha": -538.53447,
  "max_force_ha_per_bohr": 0.0369
}